9 unconnected molecules or ions with the total composition C33H81O21P3 at a distorted geometry, computed with the ωB97M-V functional and the def2-TZVPD basis.

Each atom is followed by the atoms it is bonded to, with distances in Å.
Element x y z (Å)
1 C -21.81788 8.12091 -1.94075  O2 1.391, H9 1.090, H10 1.090, H11 1.090
2 O -21.72849 8.92951 -3.06941  C1 1.391, P3 1.605
3 P -20.64834 8.48240 -4.16919  O2 1.605, O4 1.456, O5 1.672, O7 1.661
4 O -20.63873 7.08177 -4.56858  P3 1.456
5 O -21.08743 9.55030 -5.37911  P3 1.672, C6 1.447
6 C -22.39277 9.43020 -5.99118  O5 1.447, H12 1.090, H13 1.090, H14 1.090
7 O -19.23773 9.01796 -3.47387  P3 1.661, C8 1.451
8 C -18.01630 8.23703 -3.53787  O7 1.451, H15 1.090, H16 1.090, H17 1.090
9 H -21.65689 8.65810 -1.00608  C1 1.090
10 H -21.28501 7.17004 -1.94250  C1 1.090
11 H -22.86565 7.83875 -1.83759  C1 1.090
12 H -22.97946 10.23580 -5.54970  C6 1.090
13 H -22.79589 8.43331 -5.81282  C6 1.090
14 H -22.43827 9.59245 -7.06807  C6 1.090
15 H -17.34415 8.65107 -4.28946  C8 1.090
16 H -18.01279 7.16384 -3.72851  C8 1.090
17 H -17.58936 8.45854 -2.55972  C8 1.090
18 C -10.87859 13.85047 -0.39978  O19 1.399, H26 1.090, H27 1.090, H28 1.090
19 O -9.60057 13.56237 0.09013  C18 1.399, P20 1.586
20 P -9.46911 13.14698 1.61556  O19 1.586, O21 1.487, O22 1.624, O24 1.636
21 O -8.23063 12.42877 2.01657  P20 1.487
22 O -10.84449 12.32576 1.88387  P20 1.624, C23 1.453
23 C -11.15816 11.77018 3.18960  O22 1.453, H29 1.090, H30 1.090, H31 1.090
24 O -9.73911 14.55867 2.39622  P20 1.636, C25 1.387
25 C -8.90194 15.64359 2.18518  O24 1.387, H32 1.090, H33 1.090, H34 1.090
26 H -11.11912 14.84350 -0.77943  C18 1.090
27 H -11.72503 13.57096 0.22752  C18 1.090
28 H -11.00533 13.24948 -1.30025  C18 1.090
29 H -11.05816 10.68554 3.14855  C23 1.090
30 H -12.16742 12.11847 3.40913  C23 1.090
31 H -10.43043 11.95369 3.98007  C23 1.090
32 H -8.59893 16.05291 3.14890  C25 1.090
33 H -9.46944 16.35546 1.58578  C25 1.090
34 H -7.97633 15.39962 1.66382  C25 1.090
35 C -19.74518 13.80674 -1.60731  O36 1.411, H43 1.090, H44 1.090, H45 1.090
36 O -19.26993 12.59039 -1.07397  C35 1.411, P37 1.647
37 P -19.93485 12.10454 0.35207  O36 1.647, O38 1.491, O39 1.643, O41 1.636
38 O -19.41945 10.77078 0.77468  P37 1.491
39 O -21.53510 12.17047 -0.01483  P37 1.643, C40 1.498
40 C -22.54106 11.29386 0.66533  O39 1.498, H46 1.090, H47 1.090, H48 1.090
41 O -19.70943 13.36107 1.37456  P37 1.636, C42 1.449
42 C -20.26861 13.29181 2.70991  O41 1.449, H49 1.090, H50 1.090, H51 1.090
43 H -20.40306 14.51254 -1.10022  C35 1.090
44 H -20.45451 13.58431 -2.40449  C35 1.090
45 H -18.88121 14.34993 -1.99017  C35 1.090
46 H -23.08853 11.98191 1.30949  C40 1.090
47 H -22.03692 10.65247 1.38822  C40 1.090
48 H -23.19903 10.74555 -0.00886  C40 1.090
49 H -20.76850 12.34582 2.91807  C42 1.090
50 H -20.96458 14.11528 2.86999  C42 1.090
51 H -19.41619 13.32821 3.38825  C42 1.090
52 C -12.88177 7.17251 -1.81464  O53 1.415, H58 1.090, H59 1.090, H60 1.090
53 O -13.24131 6.76179 -0.50924  C52 1.415, C54 1.454
54 C -13.83971 5.43939 -0.42387  O53 1.454, C55 1.541, H61 1.090, H62 1.090
55 C -14.65160 5.02543 0.81917  C54 1.541, O56 1.413, H63 1.090, H64 1.090
56 O -16.05960 5.09479 0.72093  C55 1.413, C57 1.447
57 C -16.73930 6.37153 0.68115  O56 1.447, H65 1.090, H66 1.090, H67 1.090
58 H -12.26955 6.46206 -2.37011  C52 1.090
59 H -12.52927 8.20000 -1.72452  C52 1.090
60 H -13.87491 7.25027 -2.25704  C52 1.090
61 H -13.02724 4.72776 -0.57080  C54 1.090
62 H -14.50231 5.41008 -1.28885  C54 1.090
63 H -14.36224 5.56352 1.72185  C55 1.090
64 H -14.48927 3.98491 1.10036  C55 1.090
65 H -16.27871 7.12405 1.32119  C57 1.090
66 H -17.68422 6.26239 1.21340  C57 1.090
67 H -16.84832 6.71075 -0.34898  C57 1.090
68 C -13.73259 13.95747 5.41556  O69 1.406, H74 1.090, H75 1.090, H76 1.090
69 O -14.79553 14.36411 4.59046  C68 1.406, C70 1.376
70 C -14.61009 14.02935 3.26922  O69 1.376, C71 1.531, H77 1.090, H78 1.090
71 C -15.38966 14.83585 2.22706  C70 1.531, O72 1.404, H79 1.090, H80 1.090
72 O -15.21042 16.20138 2.49759  C71 1.404, C73 1.426
73 C -16.26563 16.82496 3.22696  O72 1.426, H81 1.090, H82 1.090, H83 1.090
74 H -13.64346 14.38899 6.41253  C68 1.090
75 H -12.83744 14.13660 4.81996  C68 1.090
76 H -13.96073 12.90941 5.60962  C68 1.090
77 H -14.93952 13.01430 3.04727  C70 1.090
78 H -13.56784 14.16740 2.98154  C70 1.090
79 H -16.40009 14.43536 2.14495  C71 1.090
80 H -14.94191 14.54158 1.27785  C71 1.090
81 H -16.16389 17.91018 3.23275  C73 1.090
82 H -16.17088 16.27960 4.16596  C73 1.090
83 H -17.19535 16.54875 2.72954  C73 1.090
84 C -9.82474 9.76133 -4.28905  O85 1.406, H90 1.090, H91 1.090, H92 1.090
85 O -10.43960 10.98551 -4.60435  C84 1.406, C86 1.401
86 C -11.38410 11.39124 -3.65314  O85 1.401, C87 1.517, H93 1.090, H94 1.090
87 C -12.78685 10.91106 -3.97482  C86 1.517, O88 1.472, H95 1.090, H96 1.090
88 O -12.94604 9.46336 -4.18679  C87 1.472, C89 1.386
89 C -14.19672 8.98987 -4.55087  O88 1.386, H97 1.090, H98 1.090, H99 1.090
90 H -9.65421 9.63148 -3.22033  C84 1.090
91 H -8.86199 9.60832 -4.77672  C84 1.090
92 H -10.33128 8.93154 -4.78199  C84 1.090
93 H -11.32152 12.47919 -3.63000  C86 1.090
94 H -11.07274 11.01357 -2.67921  C86 1.090
95 H -13.15385 11.50152 -4.81431  C87 1.090
96 H -13.25883 11.15492 -3.02304  C87 1.090
97 H -14.88533 9.56029 -3.92754  C89 1.090
98 H -14.32080 7.95183 -4.24235  C89 1.090
99 H -14.46355 9.08561 -5.60335  C89 1.090
100 C -17.00379 9.38762 4.90820  C101 1.490, C104 1.538, H105 1.090, H106 1.090
101 C -16.30506 10.69267 4.73699  C100 1.490, C102 1.483, H107 1.090, H108 1.090
102 C -16.59792 11.42574 5.99295  C101 1.483, O103 1.405, H109 1.090, H110 1.090
103 O -17.91900 11.01624 6.24268  C102 1.405, C104 1.457
104 C -18.36301 9.92518 5.38561  C100 1.538, O103 1.457, H111 1.090, H112 1.090
105 H -16.47160 8.78467 5.64394  C100 1.090
106 H -16.93005 8.85633 3.95931  C100 1.090
107 H -16.48227 11.12959 3.75424  C101 1.090
108 H -15.22835 10.52308 4.73103  C101 1.090
109 H -16.66289 12.48936 5.76361  C102 1.090
110 H -15.89765 11.08904 6.75738  C102 1.090
111 H -18.99873 10.26708 4.56887  C104 1.090
112 H -19.05710 9.24042 5.87288  C104 1.090
113 C -15.63061 13.17305 -3.00152  C114 1.562, C117 1.580, H118 1.090, H119 1.090
114 C -14.95792 14.38875 -3.71586  C113 1.562, C115 1.504, H120 1.090, H121 1.090
115 C -15.65617 14.47858 -5.04532  C114 1.504, O116 1.433, H122 1.090, H123 1.090
116 O -16.24312 13.18902 -5.25822  C115 1.433, C117 1.436
117 C -16.73618 12.67211 -4.01229  C113 1.580, O116 1.436, H124 1.090, H125 1.090
118 H -16.11509 13.52768 -2.09179  C113 1.090
119 H -14.93463 12.35857 -2.80072  C113 1.090
120 H -13.87073 14.32164 -3.67573  C114 1.090
121 H -15.12202 15.26453 -3.08803  C114 1.090
122 H -15.06633 14.85385 -5.88160  C115 1.090
123 H -16.49285 15.17368 -5.11538  C115 1.090
124 H -16.94302 11.60308 -3.96218  C117 1.090
125 H -17.67012 13.14362 -3.70645  C117 1.090
126 C -14.70574 9.90233 0.60391  C127 1.467, C130 1.553, H131 1.090, H132 1.090
127 C -16.09862 10.36194 0.62008  C126 1.467, C128 1.557, H133 1.090, H134 1.090
128 C -15.95982 11.88910 0.34750  C127 1.557, O129 1.416, H135 1.090, H136 1.090
129 O -14.65206 12.13815 -0.13575  C128 1.416, C130 1.386
130 C -13.95533 10.94743 -0.26496  C126 1.553, O129 1.386, H137 1.090, H138 1.090
131 H -14.42307 8.90900 0.25535  C126 1.090
132 H -14.30921 10.01151 1.61333  C126 1.090
133 H -16.74518 10.12817 1.46589  C127 1.090
134 H -16.55509 9.93678 -0.27378  C127 1.090
135 H -16.26706 12.43399 1.24013  C128 1.090
136 H -16.57770 12.19146 -0.49802  C128 1.090
137 H -12.89953 11.06369 -0.02026  C130 1.090
138 H -14.26182 10.79809 -1.30027  C130 1.090

## Properties
Energy: -3909.619943 Ha
Highest occupied orbital energy (alpha / beta): -0.40450 / -0.40449 Ha
<S²>: 0.75
Multiplicity: 2
Molecular weight: 906.91 g/mol
Charge: +1
E_LUMO (alpha / beta): -2.56 / -8.65 eV